1.
{"formula": "C48H54N6O4P2PdS3", "method": "ωB97M-V/def2-TZVPD", "orbital_gap_ev": [3.004, 3.047], "relative_energy_kj_mol": 343.2, "total_charge": 2, "homo_ev": [-11.658, -11.658], "e_tot_ha": -4495.58470, "max_force_ha_per_bohr": 0.06999, "elements": ["Pd", "C", "C", "N", "C", "S", "N", "N", "C", "C", "C", "C", "C", "C", "C", "N", "H", "H", "H", "H", "H", "H", "H", "H", "H", "H", "H", "H", "H", "C", "S", "C", "C", "C", "N", "P", "C", "C", "C", "C", "C", "C", "C", "C", "C", "C", "C", "C", "P", "C", "C", "C", "C", "C", "C", "C", "C", "C", "C", "C", "C", "H", "H", "H", "H", "H", "H", "H", "H", "H", "H", "H", "H", "H", "H", "H", "H", "H", "H", "H", "H", "H", "H", "H", "H", "H", "H", "H", "H", "H", "C", "C", "C", "C", "C", "C", "C", "S", "O", "O", "N", "C", "C", "C", "O", "O", "H", "H", "H", "H", "H", "H", "H", "H", "H", "H", "H", "H"], "positions_angstrom": [[-1.98105, -1.36542, -0.07765], [-6.31221, 1.73307, 2.10067], [-6.91567, 0.47772, 1.47547], [-6.17580, 0.01894, 0.31403], [-5.00130, -0.59247, 0.41111], [-4.31312, -1.26836, -1.05257], [-4.46115, -0.75043, 1.58583], [-3.34355, -1.43853, 1.69822], [-3.06675, -2.07876, 2.79052], [-3.97687, -2.03546, 3.97439], [-1.85703, -2.89772, 2.78251], [-1.57103, -3.76308, 3.85410], [-0.54302, -4.71007, 3.71869], [0.26690, -4.65953, 2.63031], [0.11947, -3.54854, 1.65195], [-1.12173, -2.85350, 1.67856], [-6.87843, 1.98183, 2.99397], [-5.27253, 1.57367, 2.37736], [-6.36209, 2.57158, 1.41166], [-6.92522, -0.32631, 2.21723], [-7.94023, 0.67459, 1.15967], [-6.60448, 0.08876, -0.59488], [-4.76119, -1.30546, 3.78944], [-4.43812, -3.00680, 4.15198], [-3.43246, -1.75311, 4.87359], [-2.18858, -3.76390, 4.73393], [-0.42297, -5.48678, 4.46027], [1.05665, -5.37029, 2.45352], [0.34290, -3.88959, 0.63318], [2.06397, 4.91106, -0.53500], [2.98511, 4.40999, -2.00236], [2.22470, 2.81060, -2.45049], [2.13005, 1.83661, -1.27994], [0.73339, 1.64216, -0.69570], [-0.13523, 0.80576, -1.53945], [0.34779, -0.85636, -1.52111], [1.84491, -1.07504, -2.49519], [2.81727, -1.95214, -2.03160], [3.92697, -2.20893, -2.81833], [4.06093, -1.59666, -4.05367], [3.08283, -0.72790, -4.51469], [1.96773, -0.47074, -3.74271], [-0.93053, -1.74690, -2.47076], [-1.41835, -1.26128, -3.68206], [-2.33973, -2.00007, -4.40400], [-2.78546, -3.22157, -3.92085], [-2.29284, -3.72442, -2.72586], [-1.35056, -3.00322, -2.00199], [-1.84575, 0.85601, -1.25273], [-2.36782, 1.79373, -2.72211], [-3.51234, 1.46159, -3.43278], [-3.86043, 2.20071, -4.55194], [-3.06974, 3.25964, -4.96686], [-1.93659, 3.60106, -4.24489], [-1.58600, 2.87227, -3.12600], [-2.10600, 1.99747, 0.13994], [-1.81425, 1.52146, 1.42144], [-2.02951, 2.32964, 2.52172], [-2.56778, 3.59915, 2.35838], [-2.87275, 4.06462, 1.09032], [-2.64642, 3.26977, -0.01934], [2.41640, 5.90729, -0.28308], [2.27465, 4.22760, 0.28878], [1.00088, 4.94480, -0.75954], [2.87651, 2.42620, -3.23406], [1.25259, 3.01469, -2.89663], [2.75164, 2.19500, -0.45735], [2.52230, 0.86555, -1.58195], [0.24181, 2.60758, -0.55807], [0.85025, 1.19789, 0.30134], [2.70364, -2.41023, -1.05839], [4.68185, -2.89554, -2.47199], [4.92920, -1.79517, -4.66102], [3.18895, -0.25993, -5.47945], [1.20290, 0.21362, -4.07927], [-1.06550, -0.31095, -4.05527], [-2.71386, -1.62504, -5.34476], [-3.51013, -3.79032, -4.48173], [-2.62069, -4.69096, -2.37294], [-0.86685, -3.45732, -1.13448], [-4.12094, 0.62702, -3.11335], [-4.74887, 1.94932, -5.10778], [-3.32992, 3.82161, -5.85059], [-1.32725, 4.43749, -4.54898], [-0.71586, 3.14123, -2.54782], [-1.40209, 0.51141, 1.55001], [-1.78691, 1.97735, 3.51226], [-2.75674, 4.22239, 3.21861], [-3.28300, 5.05150, 0.95365], [-2.89344, 3.63602, -1.00407], [8.46746, -1.47866, 1.29797], [7.23889, -0.66881, 1.54620], [6.23792, -0.57749, 0.58022], [5.07816, 0.13279, 0.83218], [4.91535, 0.74900, 2.05945], [5.89203, 0.67689, 3.03152], [7.05779, -0.01841, 2.76615], [3.37349, 1.54360, 2.44900], [3.32167, 1.95257, 3.81259], [3.03920, 2.51389, 1.43258], [2.24305, 0.31302, 2.25621], [2.22730, -0.65330, 3.33476], [1.07888, -1.63916, 3.12424], [1.34570, -2.59705, 1.99695], [2.38887, -2.73845, 1.43536], [0.45573, -1.32897, -0.11834], [8.63901, -1.61587, 0.23412], [8.35843, -2.46420, 1.75314], [9.33823, -1.00789, 1.74629], [6.36669, -1.07276, -0.37167], [4.30918, 0.21639, 0.07897], [5.72024, 1.16973, 3.97433], [7.83245, -0.06606, 3.51573], [2.35252, -0.13864, 1.35850], [2.07599, -0.08181, 4.25249], [3.17766, -1.19936, 3.41570], [0.16173, -1.08701, 2.90577], [0.91794, -2.22819, 4.03106]], "atomic_forces_ev_per_a": [[-2.1474, 1.7329, -2.3103], [-0.0929, -0.1449, -0.1248], [-0.0762, 0.2596, 0.5529], [0.0487, -0.0522, -0.2043], [0.5126, -0.3560, -0.4998], [1.7450, 0.0776, 0.5294], [-0.8981, 0.4845, 1.6934], [0.7008, -1.3491, -0.3616], [-0.9882, 0.8884, 0.1196], [0.1013, -0.0283, 0.1530], [-0.1616, 0.6683, -1.9368], [1.1072, -1.2088, -0.1869], [-0.9803, 0.0965, 0.8934], [0.2695, 1.0711, -1.3966], [-1.7009, -1.9795, 0.2712], [0.9412, -0.1619, 1.3817], [-0.0278, 0.1068, 0.0917], [0.0400, -0.0449, 0.0261], [-0.0254, 0.1178, -0.0681], [-0.0740, 0.0281, -0.1360], [0.0615, -0.1083, -0.0204], [0.1303, 0.0423, -0.0073], [0.0576, -0.0723, 0.0674], [-0.0992, -0.0773, 0.0211], [-0.0152, 0.0562, 0.1569], [-0.1042, 0.0974, 0.2529], [0.0181, 0.0183, 0.0922], [0.2440, -0.1390, 0.1239], [0.1117, 0.2393, 0.1667], [0.0475, -0.4883, -0.1423], [0.2455, -0.0379, -0.3211], [0.0282, 0.4901, 0.2853], [-0.0034, 0.0205, 0.0187], [0.8119, 0.5674, 0.4020], [-0.2020, -1.8170, -0.1997], [0.0101, 1.2705, -2.2440], [-0.3807, -0.0635, 0.3402], [-0.1053, 0.0787, 0.0947], [0.0633, -0.0520, -0.0234], [0.0157, -0.0258, 0.0782], [-0.0652, 0.0223, -0.0748], [-0.0514, 0.0025, 0.0986], [0.5295, -0.2065, 0.2653], [0.0669, 0.0029, -0.0085], [0.0192, 0.1295, 0.0757], [-0.0545, -0.0863, 0.2173], [0.0456, -0.0082, -0.0745], [0.3721, -0.1217, -0.1482], [0.4763, 0.3549, 0.7512], [-0.5567, -0.6543, 0.1058], [-0.0772, -0.0232, 0.0597], [-0.0586, 0.0229, -0.1187], [-0.0177, -0.0481, 0.0195], [0.0518, 0.0657, 0.0246], [0.1336, -0.1159, 0.2243], [-0.1289, -0.5323, -0.1030], [0.1995, -0.1461, 0.0169], [0.0009, -0.0548, 0.0293], [-0.0070, -0.0071, -0.0778], [0.0067, 0.0548, 0.0425], [0.0231, -0.1454, -0.1153], [-0.0180, 0.0369, 0.0152], [-0.1523, 0.2353, -0.0186], [-0.1732, 0.1247, 0.1043], [-0.0229, 0.0124, -0.0552], [-0.0549, -0.1589, -0.1101], [-0.0924, -0.1443, -0.3755], [0.1249, 0.1595, 0.1313], [0.0955, -0.0521, -0.0041], [-0.2365, 0.1326, -0.0905], [0.0591, -0.0751, 0.0506], [0.1312, -0.0808, 0.0608], [0.1030, -0.0360, -0.0771], [0.0230, 0.0865, -0.1281], [-0.0116, 0.1123, -0.1311], [-0.0569, 0.0795, -0.0882], [0.0015, 0.0475, -0.0788], [-0.0614, -0.0677, -0.0700], [-0.0136, -0.0614, 0.0319], [-0.1951, 0.1361, -0.1866], [-0.0321, -0.0162, -0.0335], [-0.1228, -0.0703, -0.0741], [-0.0700, 0.0470, -0.0602], [0.0762, 0.0900, -0.0385], [0.0955, 0.0812, -0.0646], [-0.1273, 0.4509, -0.0027], [0.0349, -0.0674, 0.1049], [0.0266, 0.0575, 0.0913], [-0.0829, 0.1418, 0.0331], [-0.0335, 0.0545, -0.0508], [0.0756, -0.0922, 0.0176], [-0.1390, 0.1280, 0.1522], [-0.1273, 0.0739, 0.1123], [0.0090, -0.0396, -0.1781], [-0.4638, 0.2048, 0.3502], [0.0281, 0.0798, 0.1501], [-0.0487, -0.0604, -0.1768], [-0.4626, 0.5235, -1.1312], [0.2006, -0.3547, 0.3911], [0.4560, -0.6906, 0.6312], [0.1302, 0.4277, 0.1854], [0.0991, -0.3233, 0.3171], [0.1501, 0.6003, -0.0488], [1.7011, 0.8325, 0.1101], [-0.9393, -0.2414, 0.3779], [-0.3413, -0.7681, 1.3325], [0.0864, -0.0155, -0.0588], [0.0357, -0.0509, -0.0079], [0.1074, 0.0077, -0.0276], [0.0269, 0.0022, -0.0901], [-0.0778, -0.0110, -0.2011], [0.0875, 0.0415, 0.1844], [0.0935, -0.0139, 0.0901], [0.0707, 0.0566, -0.3362], [-0.0434, -0.2680, 0.0204], [-0.0905, 0.0132, 0.0731], [0.0276, -0.0148, 0.0356], [-0.0025, -0.0135, 0.0011]]}



2.
{"formula": "C33H49FN4O7", "method": "ωB97M-V/def2-TZVPD", "smiles": "CC(=O)NCCCCc1cc2c(cc1CCN)C(=O)c1cc(F)c(CCOC=O)cc1C2=O.COC[C@@H](C)N.COC[C@@H](C)N", "orbital_gap_ev": 8.859, "total_charge": 0, "homo_ev": -9.266, "e_tot_ha": -2132.40146, "max_force_ha_per_bohr": 0.04237, "elements": ["C", "C", "O", "N", "C", "C", "C", "C", "C", "C", "C", "C", "C", "C", "C", "C", "N", "C", "O", "C", "C", "C", "F", "C", "C", "C", "O", "C", "O", "C", "C", "C", "O", "H", "H", "H", "H", "H", "H", "H", "H", "H", "H", "H", "H", "H", "H", "H", "H", "H", "H", "H", "H", "H", "H", "H", "H", "H", "H", "H", "C", "O", "C", "C", "C", "N", "H", "H", "H", "H", "H", "H", "H", "H", "H", "H", "H", "C", "O", "C", "C", "C", "N", "H", "H", "H", "H", "H", "H", "H", "H", "H", "H", "H"], "positions_angstrom": [[4.78482, -0.33703, 3.16723], [5.00191, 1.10636, 2.75803], [4.86652, 1.98623, 3.59631], [5.39618, 1.45127, 1.46369], [4.93367, 2.77279, 1.03568], [3.39006, 2.88747, 0.89012], [2.94146, 2.25267, -0.43700], [1.40893, 2.00618, -0.53991], [0.76235, 1.33114, 0.65436], [-0.31376, 1.99062, 1.23740], [-0.95988, 1.41716, 2.29429], [-0.57076, 0.20842, 2.84403], [0.49377, -0.45068, 2.27561], [1.13825, 0.09845, 1.17856], [2.28218, -0.67001, 0.52972], [2.35621, -2.16917, 0.88763], [1.20649, -2.96071, 0.48712], [-1.36273, -0.33652, 4.01251], [-0.85449, -0.86048, 4.98118], [-2.85896, -0.13830, 3.86472], [-3.79106, -1.07289, 4.22751], [-5.11060, -0.76261, 3.98494], [-6.05537, -1.67395, 4.28987], [-5.50620, 0.41474, 3.41043], [-6.98125, 0.68164, 3.11854], [-7.12452, 0.72299, 1.55387], [-6.10513, -0.06111, 0.92023], [-6.57182, -1.21986, 0.38626], [-7.54249, -1.32972, -0.31797], [-4.56052, 1.37068, 3.08424], [-3.24378, 1.07220, 3.31709], [-2.16611, 2.06537, 2.93405], [-2.26168, 3.25977, 3.13275], [5.40422, -0.63401, 4.01542], [4.96976, -1.02094, 2.32516], [3.74192, -0.50149, 3.46307], [5.17840, 0.72626, 0.79088], [5.32924, 3.56657, 1.66944], [5.36158, 2.94682, 0.03793], [3.18890, 3.96727, 0.85947], [2.89659, 2.46709, 1.77197], [3.23216, 2.93877, -1.24368], [3.44525, 1.30052, -0.63676], [1.22658, 1.39636, -1.43825], [0.93651, 2.97356, -0.74823], [-0.65123, 2.95342, 0.86370], [0.80201, -1.40726, 2.68683], [3.22175, -0.19746, 0.84483], [2.23689, -0.55247, -0.56268], [2.60248, -2.25041, 1.95346], [3.21737, -2.57124, 0.33684], [0.32495, -2.52242, 0.72343], [1.20555, -3.15463, -0.50497], [-3.49256, -2.02461, 4.65660], [-7.31945, 1.61981, 3.55854], [-7.55802, -0.18606, 3.44812], [-8.13426, 0.49694, 1.20773], [-6.92329, 1.76623, 1.27434], [-5.95990, -2.11694, 0.59689], [-4.81346, 2.32220, 2.62648], [4.54036, -4.35751, -2.36507], [4.42842, -2.96389, -2.13016], [5.29439, -2.15551, -2.90747], [4.79782, -1.87033, -4.33375], [4.96699, -3.04829, -5.28790], [3.39358, -1.44663, -4.34806], [5.56813, -4.65103, -2.59441], [3.87217, -4.66887, -3.17068], [4.22547, -4.87437, -1.45796], [5.35465, -1.20087, -2.37600], [6.30837, -2.57543, -2.91276], [5.40337, -1.04741, -4.72521], [4.21399, -3.82057, -5.13178], [4.86822, -2.71286, -6.32056], [5.95351, -3.50442, -5.18039], [3.29839, -0.59815, -3.79570], [2.86114, -2.13756, -3.82471], [-5.07128, 0.17299, -3.41232], [-4.16028, 1.09613, -3.98457], [-3.80454, 2.18010, -3.14758], [-2.70862, 1.86105, -2.11858], [-3.20799, 1.04390, -0.93278], [-1.57050, 1.16543, -2.73184], [-5.79192, 0.66528, -2.75315], [-4.53854, -0.60950, -2.86687], [-5.61652, -0.30480, -4.22616], [-3.42096, 2.95272, -3.82003], [-4.69604, 2.60013, -2.66361], [-2.34813, 2.81748, -1.72507], [-3.34674, -0.00897, -1.17967], [-2.48605, 1.08405, -0.11644], [-4.15617, 1.43398, -0.55546], [-1.17432, 1.75849, -3.45663], [-1.94200, 0.37030, -3.24631]], "atomic_forces_ev_per_a": [[-0.0091, -0.5993, -1.0278], [0.3051, 0.9780, 1.1440], [-0.0791, -0.4455, -0.4148], [-1.0142, -0.5846, 0.5818], [-0.1903, 0.3215, -0.7971], [0.9594, 0.1304, -0.2920], [-0.6126, 0.0351, 0.2217], [0.7084, -0.2087, -0.3956], [-0.4089, 0.9006, -0.3459], [0.4412, 0.2416, -0.2354], [-1.4638, 0.4631, 1.1265], [-0.3546, -0.1963, 0.3923], [0.1072, -0.2238, 0.3196], [0.9678, -0.6818, -0.6475], [-0.0234, -0.1106, 0.1555], [0.4701, 0.5866, -0.7371], [-0.1466, -0.2164, 0.3668], [0.0470, -0.2059, 0.1529], [-0.2673, -0.0274, -0.6842], [1.2720, 0.1725, -0.0032], [0.0673, -0.5817, 0.2866], [0.0777, -0.4376, 0.1142], [0.0211, -0.1525, 0.0603], [-1.5582, 1.1546, 0.1196], [0.6498, -1.4298, -1.3311], [0.1438, 2.0776, 0.6393], [-0.8636, -1.1332, 0.2375], [-0.3141, -0.5940, -1.0537], [0.3706, 0.4168, 0.7448], [0.0956, -0.1016, 0.2144], [0.8153, 1.0697, -0.4253], [0.1755, 0.1107, 0.0033], [-0.1763, -0.6256, -0.4206], [0.0552, 0.3027, -0.1460], [0.1120, 0.0496, 0.2689], [0.1298, 0.3530, -0.0147], [0.2437, 0.0324, -0.0341], [-0.0195, -0.4044, 0.2327], [0.0300, -0.0317, 0.1937], [-0.2988, -0.2451, 0.0966], [0.0186, 0.0354, -0.1444], [-0.0562, -0.2175, 0.0422], [0.1467, 0.2370, 0.1630], [-0.0554, 0.0822, 0.1705], [-0.1591, -0.2306, 0.2907], [0.0607, -0.0992, 0.0448], [0.0008, 0.1333, -0.0269], [-0.0931, -0.1073, -0.0409], [-0.0825, -0.0902, 0.1894], [-0.3075, -0.3151, -0.1160], [-0.0829, 0.0337, 0.2439], [0.0538, 0.0092, -0.0230], [0.0831, 0.1158, 0.0156], [-0.1248, 0.1334, 0.0175], [-0.1003, -0.1815, -0.0224], [-0.0949, 0.4345, 0.3934], [0.2532, -0.3250, -0.0257], [-0.0378, -0.2793, -0.2527], [0.3079, 0.5757, 0.1276], [-0.1384, -0.0992, 0.1348], [-0.2664, -0.0046, 0.1385], [0.1595, -0.0442, -0.0099], [0.0624, 0.2892, 0.0391], [-0.1943, -0.3193, 0.0250], [0.1363, -0.0130, -0.1677], [0.1031, 0.1260, 0.2240], [-0.0007, 0.0370, -0.0636], [0.1297, -0.0972, -0.0799], [0.0280, 0.0697, 0.0326], [-0.0709, -0.0190, 0.0350], [-0.0301, -0.0947, -0.0756], [0.0015, 0.0412, 0.1010], [-0.0085, 0.0316, 0.0752], [-0.0512, 0.0287, 0.0370], [-0.0181, -0.0099, 0.0180], [-0.0119, 0.0701, -0.1295], [-0.0298, -0.0468, -0.1200], [0.0982, -0.1252, -0.2039], [-0.1282, 0.0604, 0.1613], [0.1295, 0.2507, -0.1121], [-0.1036, -0.3584, -0.0060], [-0.0319, 0.0789, 0.2512], [-0.0009, 0.1746, -0.1230], [0.0476, 0.0043, 0.0564], [-0.1151, 0.0030, 0.1337], [0.0195, 0.0684, -0.0298], [0.0091, -0.0637, -0.0530], [-0.0074, -0.0935, 0.0914], [-0.0162, 0.0373, -0.0919], [-0.0192, 0.0266, -0.0864], [0.0444, -0.0324, -0.0516], [-0.0147, -0.0458, -0.0198], [0.0699, 0.0153, 0.0702], [0.0231, -0.0495, 0.0863]]}